1.
DFT (ωB97M-V with the def2-TZVPD basis set) results for a molecular structure, C28H23CuN8O2.

Cartesian coordinates (Å):
Cu (-0.75224, -0.37545, 0.15650)
O (0.80009, -3.96418, -0.40721)
O (-1.70406, -4.11777, 1.22191)
N (-0.34100, -0.16868, 2.68860)
N (1.46740, -0.31799, 0.67001)
N (2.94891, -1.54192, 1.77879)
N (-2.71815, -0.76170, 0.78094)
N (-0.72930, -2.29982, 0.13921)
N (-0.32272, 3.40074, 1.61914)
N (-0.01529, -0.88474, -1.95867)
N (-0.84980, 1.57867, 0.50456)
C (-0.79176, 3.83970, 0.38568)
C (3.58057, -1.17347, 0.59943)
C (-1.85108, 3.99577, -2.13433)
C (0.04268, 1.23048, 2.82206)
C (-4.90241, -0.31502, 1.60379)
C (2.64766, -0.38797, -0.07772)
C (-0.38243, 2.05016, 1.63296)
C (-2.83267, -2.03221, 1.18905)
C (0.72294, -1.14672, 2.87029)
C (4.24743, -0.03472, -1.79343)
C (5.16228, -0.85639, -1.11616)
C (1.33699, -2.64235, -2.85632)
C (0.24392, -2.91383, -0.61423)
C (-1.48517, 5.15887, -1.43760)
C (-0.95372, 5.10501, -0.16401)
C (0.93835, -0.67010, -4.13693)
C (2.98830, 0.21411, -1.28669)
C (1.70595, -1.00952, 1.75404)
C (0.54772, -2.09870, -1.86133)
C (1.53135, -1.91597, -4.01862)
C (4.84957, -1.43509, 0.09807)
C (-3.96459, -2.50467, 1.82429)
C (-3.72783, 0.08257, 0.98898)
C (0.18612, -0.18910, -3.07742)
C (-1.13217, 2.67802, -0.30439)
C (-1.68375, 2.74252, -1.58022)
C (-1.66764, -2.95872, 0.87744)
C (-5.01958, -1.62950, 2.03130)
H (2.29144, 0.85991, -1.80255)
H (1.05750, -0.07160, -5.02936)
H (-0.39644, 1.67944, 3.71767)
H (-5.92553, -1.96827, 2.51637)
H (1.76798, -3.62163, -2.70103)
H (2.13477, -2.31639, -4.82267)
H (5.55868, -2.05679, 0.62795)
H (6.13788, -1.02978, -1.54972)
H (0.28401, -2.14734, 2.84491)
H (-2.27942, 4.08887, -3.12304)
H (-0.00194, 3.98132, 2.37553)
H (-1.63418, 6.12154, -1.90713)
H (4.54253, 0.41754, -2.73112)
H (-1.98310, 1.84261, -2.10252)
H (-0.26736, 0.79301, -3.12644)
H (-1.13486, -0.39352, 3.26956)
H (-3.99305, -3.54225, 2.12671)
H (1.12695, 1.32157, 2.92567)
H (3.31630, -2.14872, 2.49221)
H (-5.70634, 0.39446, 1.74054)
H (-3.58553, 1.10117, 0.64792)
H (-0.68481, 6.00434, 0.37374)
H (1.25367, -1.03981, 3.82504)

Values from the calculation:
Kohn-Sham gap (spin up / spin down)   0.32649 / 0.31004 hartree
Charge   +1
2S+1   2
Energy above the lowest of the compared OMol25 structures with the same formula, charge and spin   0.017 eV

2.
DFT (ωB97M-V with the def2-TZVPD basis set) results for 2 unconnected molecules or ions with the total composition C29H67BFN3OP.

Cartesian coordinates (Å):
P (5.77772, -0.05347, 0.41655)
F (4.30085, 3.04607, -3.59721)
O (3.03359, -0.86350, 0.47277)
N (6.25664, -1.71292, 0.98843)
N (4.11826, -1.48961, -1.62392)
N (-7.31149, 0.20435, -3.80076)
C (4.98649, 2.96182, -2.38779)
C (-2.47966, -0.31059, -0.74533)
C (-1.49500, -0.39349, 0.41558)
C (-0.10417, -1.58357, 4.47766)
C (-0.79505, 2.88324, -0.88839)
C (1.37201, -1.84974, 4.85058)
C (3.22820, -0.41129, 5.88733)
C (3.22905, 0.88008, 5.05996)
C (-6.37768, 0.73105, -4.86206)
C (7.69138, -2.36018, 2.87094)
C (1.79892, -0.98344, 6.04656)
C (-8.69209, 0.44018, -4.41228)
C (-4.67076, -1.87387, -3.90542)
C (5.27937, 1.67227, -0.30220)
C (-7.17208, -1.27583, -3.52933)
C (-5.85598, -1.75777, -2.93745)
C (-2.52506, 1.06429, -1.42544)
C (7.65610, -1.83073, 1.44140)
C (-6.99795, 0.27261, -6.16331)
C (-1.95750, 0.39971, 1.63819)
C (-0.25303, -0.94507, 3.08711)
C (-7.17131, 0.98574, -2.53838)
C (-1.56766, -0.17434, 3.01664)
C (4.39540, 0.63711, 2.81271)
C (-8.49213, 0.52382, -5.93355)
C (5.77413, 0.63192, 2.13009)
C (4.55719, 1.04709, 4.26539)
C (4.70336, 1.63794, -1.71503)
C (-1.14711, 1.65703, -1.75870)
B (4.16497, -0.87812, -0.27756)
H (6.90725, -1.90262, 3.45711)
H (-9.34891, -0.36900, -4.10749)
H (1.13706, -0.13070, 6.12496)
H (4.53878, 2.11159, 0.35846)
H (-7.36499, 2.03157, -2.75822)
H (3.97461, -0.36092, 2.75787)
H (-1.35357, -1.44860, 0.62929)
H (0.56782, -0.26289, 2.90827)
H (2.39342, -1.47083, 0.06921)
H (2.00401, -1.56788, 4.01535)
H (-5.36679, 0.38414, -4.68581)
H (-1.13457, 1.99432, -2.78545)
H (3.18792, -1.33491, -2.00960)
H (6.94848, 0.00858, -0.40072)
H (4.64379, 3.78276, -1.76200)
H (4.24800, -2.49772, -1.60439)
H (0.17627, 2.77596, -0.42209)
H (-0.37511, 0.90375, -1.69118)
H (-0.21622, -1.76625, 2.38671)
H (3.62103, 1.55843, -1.70100)
H (-6.05846, -2.76179, -2.56007)
H (3.84225, -1.13343, 5.35886)
H (-1.51327, 3.04537, -0.09573)
H (8.21650, -2.53339, 0.83938)
H (3.68205, -0.21849, 6.85428)
H (3.72409, 1.34388, 2.33643)
H (-6.60881, 0.81944, -7.01838)
H (-0.58816, -0.95385, 5.21072)
H (1.55672, -2.89441, 5.05787)
H (-9.11220, -0.19128, -6.46888)
H (-3.05580, 0.93216, -2.37013)
H (-0.53272, -0.00672, 0.10969)
H (8.13628, -0.85303, 1.43568)
H (8.65370, -2.20834, 3.35162)
H (-1.64313, 1.43148, 1.53999)
H (7.48237, -3.42234, 2.88355)
H (-3.04530, 0.41529, 1.59376)
H (-1.44878, 0.66786, 3.69082)
H (6.47975, 0.14757, 2.79311)
H (-2.16262, -1.03131, -1.49392)
H (-3.99128, -2.65434, -3.56882)
H (1.74587, -1.54496, 6.97291)
H (-6.39582, 1.81813, -4.78560)
H (-5.57081, -1.17157, -2.06312)
H (-8.77196, 1.51526, -6.28497)
H (-7.89431, 0.61440, -1.81628)
H (6.16670, 2.30031, -0.28058)
H (-7.39505, -1.79988, -4.45772)
H (-9.07257, 1.37607, -4.01308)
H (-3.45963, -0.55572, -0.34629)
H (-6.15824, 0.87694, -2.16180)
H (-3.12257, 1.74519, -0.83393)
H (6.09248, 1.66578, 2.05316)
H (4.88086, 2.07985, 4.32616)
H (2.41644, 0.80765, 4.34091)
H (-7.97447, -1.50338, -2.82736)
H (3.05834, 1.75504, 5.67528)
H (-0.79815, 3.77445, -1.50298)
H (5.32472, 0.45371, 4.75174)
H (5.14880, 0.87441, -2.34468)
H (-0.65945, -2.51799, 4.44084)
H (6.18429, -2.30027, 0.16028)
H (-6.80097, -0.78545, -6.33632)
H (-4.08431, -0.95571, -3.94034)
H (6.05097, 3.06474, -2.56752)
H (-2.37843, -0.76675, 3.42517)
H (-4.99209, -2.12814, -4.91676)

Values from the calculation:
Kohn-Sham gap   0.24630 hartree
Charge   +1

no.,M (g mol⁻¹)
1,567.1
2,534.7